1.
{"formula": "C40H34N6O2PS3Zr", "method": "ωB97M-V/def2-TZVPD", "homo_ev": -10.2, "lumo_energy_ev": -3.169, "homo_lumo_gap_ha": 0.2591, "charge": 1, "fmax_ev_per_a": 0.23, "energy_ha": -3606.78821, "relative_energy_kj_mol": 0.0, "elements": ["Zr", "C", "S", "C", "S", "N", "N", "C", "C", "C", "C", "C", "C", "N", "H", "H", "H", "H", "H", "H", "H", "H", "S", "C", "C", "C", "C", "C", "N", "H", "H", "H", "H", "O", "C", "C", "C", "C", "C", "C", "C", "N", "C", "C", "N", "H", "H", "H", "H", "H", "H", "H", "O", "P", "C", "C", "C", "C", "C", "C", "C", "C", "C", "C", "C", "C", "C", "C", "C", "C", "C", "C", "H", "H", "H", "H", "H", "H", "H", "H", "H", "H", "H", "H", "H", "H", "H"], "positions_angstrom": [[0.58, -1.30, -0.54], [-3.29, -4.53, 1.86], [-2.30, -3.53, 2.99], [-1.36, -2.52, 1.91], [-1.50, -2.68, 0.20], [-0.62, -1.68, 2.59], [0.26, -0.99, 1.81], [1.09, -0.27, 2.46], [2.18, 0.36, 1.74], [3.11, 1.16, 2.40], [4.18, 1.67, 1.70], [4.31, 1.35, 0.35], [3.35, 0.56, -0.24], [2.29, 0.08, 0.42], [-3.88, -5.17, 2.51], [-2.65, -5.15, 1.23], [-3.94, -3.91, 1.25], [1.04, -0.21, 3.54], [2.98, 1.36, 3.45], [4.92, 2.29, 2.19], [5.15, 1.71, -0.23], [3.43, 0.27, -1.28], [-0.71, -1.88, -2.73], [0.01, -0.40, -3.31], [-0.24, 0.13, -4.58], [0.42, 1.28, -4.96], [1.29, 1.90, -4.06], [1.47, 1.33, -2.82], [0.86, 0.19, -2.46], [-0.93, -0.37, -5.24], [0.26, 1.70, -5.94], [1.82, 2.81, -4.31], [2.10, 1.80, -2.08], [1.50, -2.79, 0.47], [2.71, -2.95, 0.98], [2.89, -3.25, 2.33], [4.17, -3.38, 2.84], [5.29, -3.22, 2.03], [5.11, -2.93, 0.69], [3.83, -2.80, 0.15], [3.60, -2.55, -1.26], [2.52, -2.00, -1.82], [2.76, -1.99, -3.19], [3.97, -2.54, -3.45], [4.49, -2.88, -2.22], [2.02, -3.39, 2.95], [4.30, -3.62, 3.89], [6.28, -3.31, 2.44], [5.99, -2.78, 0.06], [2.04, -1.63, -3.89], [4.48, -2.72, -4.37], [5.35, -3.38, -2.06], [-0.70, 0.49, -0.31], [-1.96, 1.22, 0.13], [-3.33, 0.18, 0.61], [-3.56, -0.16, 1.94], [-4.62, -0.99, 2.26], [-5.45, -1.48, 1.26], [-5.20, -1.16, -0.08], [-4.15, -0.32, -0.40], [-1.54, 2.33, 1.48], [-0.21, 2.72, 1.59], [0.17, 3.64, 2.56], [-0.79, 4.17, 3.42], [-2.12, 3.80, 3.30], [-2.50, 2.88, 2.33], [-2.58, 2.27, -1.19], [-1.76, 2.58, -2.27], [-2.20, 3.46, -3.25], [-3.46, 4.03, -3.15], [-4.29, 3.72, -2.07], [-3.85, 2.85, -1.10], [-2.90, 0.20, 2.72], [-4.80, -1.26, 3.29], [-6.28, -2.12, 1.51], [-5.84, -1.55, -0.86], [-3.96, -0.08, -1.44], [0.53, 2.32, 0.91], [1.20, 3.95, 2.65], [-0.50, 4.89, 4.18], [-2.86, 4.22, 3.96], [-3.54, 2.60, 2.23], [-0.78, 2.14, -2.33], [-1.56, 3.70, -4.08], [-3.80, 4.72, -3.91], [-5.27, 4.17, -2.00], [-4.50, 2.60, -0.27]]}

***

2.
{"formula": "C4H9N2O", "method": "ωB97M-V/def2-TZVPD", "homo_ev": -13.3, "lumo_energy_ev": -3.591, "homo_lumo_gap_ha": 0.3583, "charge": 1, "fmax_ev_per_a": 3.84, "energy_ha": -342.18785, "relative_energy_kj_mol": 444.8, "elements": ["C", "C", "C", "C", "N", "N", "O", "H", "H", "H", "H", "H", "H", "H", "H", "H"], "positions_angstrom": [[0.27, -1.62, 1.42], [1.07, -2.66, 1.01], [-0.09, -0.76, 0.40], [0.42, -1.02, -2.04], [0.42, -1.34, -0.65], [-0.66, 2.17, 0.64], [1.26, -2.46, -0.33], [0.15, -1.45, 2.44], [1.84, -3.34, 1.47], [-0.49, 1.26, 0.12], [-0.58, -1.10, -2.27], [0.84, 0.01, -2.28], [0.89, -1.75, -2.56], [-1.46, 2.78, 0.30], [0.16, 2.81, 0.63], [-0.81, 1.96, 1.56]]}

***

3.
{"formula": "C2H5O2", "method": "ωB97M-V/def2-TZVPD", "homo_ev": -2.7, "lumo_energy_ev": 4.794, "homo_lumo_gap_ha": 0.2741, "charge": -1, "fmax_ev_per_a": 1.04, "energy_ha": -229.69657, "relative_energy_kj_mol": 74.9, "elements": ["O", "H", "O", "C", "C", "H", "H", "H", "H"], "positions_angstrom": [[-0.11, 0.87, -2.25], [-0.03, 1.74, -1.90], [1.23, -0.36, -0.30], [0.53, -0.72, 0.72], [-0.65, -0.22, 1.18], [0.95, -1.55, 1.33], [-1.19, 0.56, 0.65], [-1.07, -0.66, 2.08], [0.34, 0.35, -1.51]]}

***

Q: Which formula does entry 2 have?
A: C4H9N2O